1.
Molecular formula: C39H59AsF15N5O6
Method: DFT, the ωB97M-V functional and the def2-TZVPD basis

Geometry as XYZ:
```
125
Properties=species:S:1:pos:R:3
C 4.605 2.555 -6.762
C 4.992 2.405 -5.266
C 4.206 1.365 -4.512
C 2.804 1.865 -4.124
N 1.870 0.800 -3.531
C 1.150 -0.114 -4.492
C -0.128 0.692 -4.922
C -0.419 1.766 -3.879
C 0.635 1.494 -2.806
C 2.649 -0.186 -2.568
C 3.215 0.361 -1.292
C 3.431 -0.691 -0.260
H 4.428 1.590 -7.236
H 5.429 3.089 -7.235
H 3.737 3.211 -6.832
H 4.888 3.430 -4.911
H 6.036 2.114 -5.379
H 4.851 1.180 -3.653
H 4.240 0.401 -5.019
H 2.204 2.218 -4.962
H 2.954 2.660 -3.393
H 0.735 -0.981 -3.978
H 1.846 -0.375 -5.289
H -0.877 -0.074 -4.718
H -0.217 0.928 -5.983
H -1.388 1.605 -3.406
H -0.269 2.770 -4.275
H 0.124 0.750 -2.196
H 0.927 2.333 -2.175
H 3.211 -0.875 -3.198
H 1.852 -0.850 -2.234
H 2.656 1.240 -0.974
H 4.197 0.642 -1.675
H 3.885 -1.621 -0.601
H 2.459 -0.797 0.223
H 4.035 -0.306 0.561
As -1.537 0.531 0.977
F -2.240 -0.587 2.209
F 0.162 0.181 1.626
F -0.782 1.613 -0.257
F -3.182 0.781 0.251
F -1.887 1.929 2.047
F -1.417 -0.949 -0.111
N 0.640 1.306 4.065
C 0.341 2.325 4.859
C 1.375 2.476 5.714
C 2.328 1.533 5.412
C 1.919 0.822 4.350
H 0.008 1.014 3.333
H -0.627 2.802 4.819
H 1.495 3.305 6.396
H 3.254 1.437 5.960
H 2.348 -0.056 3.890
N -4.311 3.641 -0.502
C -4.286 3.616 -1.864
C -4.544 4.912 -2.240
C -4.553 5.717 -1.092
C -4.346 4.916 -0.015
H -3.937 2.889 0.059
H -4.122 2.670 -2.359
H -4.774 5.179 -3.261
H -4.736 6.772 -0.953
H -4.126 5.144 1.017
N -2.571 -0.744 5.369
C -2.994 -2.088 5.285
C -3.079 -2.640 6.569
C -2.947 -1.531 7.434
C -2.751 -0.353 6.719
H -2.395 -0.094 4.616
H -3.003 -2.495 4.285
H -3.291 -3.644 6.904
H -2.874 -1.718 8.496
H -2.579 0.620 7.155
N -0.878 -2.695 -2.131
C -0.435 -3.742 -2.831
C -0.953 -3.682 -4.080
C -1.977 -2.697 -4.045
C -1.882 -2.079 -2.886
H -0.673 -2.514 -1.158
H 0.293 -4.435 -2.434
H -0.837 -4.422 -4.857
H -2.691 -2.511 -4.833
H -2.508 -1.346 -2.401
C 0.804 3.972 0.917
C 1.065 5.352 0.354
O 2.433 5.588 0.222
C 3.236 4.866 -0.686
O 2.785 4.351 -1.701
C 4.813 5.010 -0.430
F 5.478 5.526 -1.526
F 5.047 5.805 0.627
F 5.330 3.755 -0.186
H 0.926 3.322 0.051
H -0.218 3.755 1.226
H 1.533 3.881 1.723
H 0.644 6.035 1.091
H 0.497 5.496 -0.565
C -3.284 -3.569 0.688
C -4.386 -4.622 0.830
O -4.047 -5.683 1.819
C -4.411 -5.536 3.191
O -5.158 -4.601 3.579
C -3.696 -6.399 4.147
F -2.734 -5.680 4.785
F -4.553 -6.922 4.990
F -3.113 -7.507 3.566
H -3.510 -2.763 -0.010
H -2.294 -3.948 0.435
H -3.201 -3.198 1.710
H -4.543 -5.048 -0.161
H -5.336 -4.135 1.051
C 0.247 -2.940 4.004
C 0.461 -2.870 2.523
O 0.734 -4.147 1.888
C 1.182 -4.232 0.599
O 1.311 -3.194 -0.102
C 1.446 -5.658 0.104
F 1.599 -6.611 0.993
F 0.404 -6.033 -0.653
F 2.622 -5.777 -0.624
H 1.222 -3.231 4.396
H -0.654 -3.537 4.139
H 0.006 -1.902 4.237
H 1.294 -2.221 2.255
H -0.369 -2.452 1.954
```

Properties
Electronic energy (Ha): -5980.1659
LUMO (alpha / beta) (eV): -3.21 / -7.01
Highest occupied orbital energy (alpha / beta) (eV): -9.594 / -9.594
Orbital gap (alpha / beta) (eV): 6.4 / 2.6
Spin multiplicity: 2
Net charge: +1

2.
Molecular formula: C39H59Cl3O31S
Method: DFT, the ωB97M-V functional and the def2-TZVPD basis

Geometry as XYZ:
```
133
Properties=species:S:1:pos:R:3
C -2.477 30.559 3.077
C -2.223 30.348 4.570
C -3.487 29.917 5.350
O -3.066 28.900 6.242
C -1.844 28.490 5.846
O -1.294 27.536 6.295
O -1.407 29.201 4.792
H -3.138 29.820 2.635
H -1.538 30.376 2.548
H -2.836 31.567 2.867
H -1.805 31.277 4.962
H -4.358 29.607 4.777
H -3.791 30.807 5.912
C 0.970 22.753 2.560
C -0.346 22.563 3.336
C -0.214 21.613 4.538
O -0.765 22.392 5.577
C -1.062 23.649 5.210
O -1.449 24.492 5.942
O -0.648 23.799 3.920
H 1.249 21.884 1.960
H 1.828 23.045 3.167
H 0.841 23.585 1.860
H -1.109 22.174 2.659
H 0.840 21.372 4.693
H -0.750 20.676 4.403
C 3.066 27.819 6.104
C 2.516 26.476 6.541
C 1.623 25.872 5.472
O 2.045 24.512 5.408
C 3.176 24.326 6.119
O 3.701 23.278 6.314
O 3.609 25.537 6.578
H 2.229 28.479 5.866
H 3.818 27.748 5.321
H 3.557 28.352 6.923
H 2.051 26.483 7.526
H 1.655 26.457 4.553
H 0.612 25.888 5.882
C -0.814 21.797 -2.726
C -0.520 23.011 -1.897
C 0.153 22.725 -0.548
O 1.190 23.697 -0.391
C 1.357 24.283 -1.581
O 2.200 25.103 -1.807
O 0.576 23.719 -2.510
H -1.271 22.038 -3.686
H -1.594 21.217 -2.220
H 0.045 21.146 -2.872
H -1.362 23.706 -1.849
H 0.510 21.699 -0.450
H -0.606 22.861 0.228
C -0.018 32.433 0.208
C -1.081 31.489 -0.301
C -1.373 31.634 -1.823
O -1.590 30.267 -2.186
C -1.045 29.484 -1.272
O -0.892 28.304 -1.466
O -0.524 30.151 -0.250
H 0.329 32.144 1.206
H -0.329 33.468 0.355
H 0.891 32.444 -0.391
H -2.010 31.498 0.270
H -0.533 32.124 -2.313
H -2.282 32.211 -1.973
C -5.312 29.932 0.940
C -6.162 29.007 1.791
C -6.551 27.736 1.038
O -6.520 26.768 2.104
C -5.855 27.268 3.179
O -5.583 26.643 4.153
O -5.467 28.522 2.943
H -4.396 29.405 0.663
H -5.044 30.842 1.470
H -5.854 30.087 0.006
H -7.079 29.504 2.119
H -5.877 27.425 0.239
H -7.557 27.723 0.621
C 5.262 23.650 3.596
C 5.158 24.524 2.343
C 4.022 24.227 1.340
O 3.161 25.350 1.461
C 3.667 26.280 2.246
O 3.108 27.298 2.545
O 4.826 25.860 2.771
H 5.932 24.062 4.347
H 5.687 22.687 3.305
H 4.275 23.513 4.039
H 6.172 24.604 1.947
H 3.472 23.331 1.617
H 4.388 24.263 0.315
C -7.056 22.582 1.794
C -5.958 22.741 0.758
C -5.216 24.049 0.915
O -3.822 23.680 1.012
C -3.758 22.385 1.359
O -2.749 21.784 1.581
O -4.957 21.821 1.246
H -7.459 21.577 1.623
H -7.949 23.194 1.651
H -6.648 22.659 2.795
H -6.230 22.690 -0.298
H -5.468 24.565 1.842
H -5.260 24.735 0.072
C 4.147 28.208 -0.761
C 2.890 29.025 -1.014
C 3.012 30.549 -1.104
O 2.135 30.866 -2.197
C 2.002 29.791 -2.997
O 1.546 29.780 -4.089
O 2.477 28.711 -2.347
H 4.384 28.290 0.302
H 4.996 28.600 -1.329
H 4.044 27.179 -1.099
H 2.104 28.673 -0.337
H 4.038 30.798 -1.376
H 2.638 31.087 -0.239
O -3.520 26.854 0.840
S -2.405 26.637 1.723
O -2.729 26.066 3.008
O -1.230 25.826 1.017
C 0.020 26.175 1.578
C -0.154 27.614 2.006
O -1.516 28.008 1.867
H 0.419 25.554 2.382
H 0.784 26.103 0.804
H 0.432 28.255 1.343
H 0.303 27.829 2.974
Cl 4.518 30.652 2.542
C 3.243 31.074 3.702
Cl 3.852 30.944 5.359
Cl 1.780 30.095 3.482
H 2.952 32.099 3.509
```

Properties
Electronic energy (Ha): -5632.8029
LUMO (eV): 0.08
Highest occupied orbital energy (eV): -10.210
Orbital gap (eV): 10.3
Structure (SMILES): C[C@H]1COC(=O)O1.C[C@H]1COC(=O)O1.C[C@H]1COC(=O)O1.C[C@H]1COC(=O)O1.C[C@H]1COC(=O)O1.C[C@H]1COC(=O)O1.C[C@H]1COC(=O)O1.C[C@H]1COC(=O)O1.C[C@H]1COC(=O)O1.O=S1(=O)OCCO1.ClC(Cl)Cl

3.
Molecular formula: C39H59N9O4P3SV
Method: DFT, the ωB97M-V functional and the def2-TZVPD basis

Geometry as XYZ:
```
116
Properties=species:S:1:pos:R:3
V 0.471 0.383 -1.183
C 1.326 -2.403 3.150
N 1.666 -1.157 3.810
C 2.555 -1.435 4.915
P 0.547 0.056 3.866
O -0.746 -0.293 3.247
O 1.273 1.168 2.934
P 1.963 1.582 1.598
O 1.471 0.724 0.464
N 3.560 1.410 1.922
C 4.443 0.379 1.341
C 4.079 2.180 3.043
N 1.578 3.190 1.756
C 2.019 4.165 0.810
C 0.408 3.614 2.508
N 0.493 0.763 5.350
C -0.571 0.411 6.278
C 1.295 1.847 5.844
H 1.247 -3.242 3.892
H 2.112 -2.730 2.468
H 0.440 -2.256 2.569
H 2.133 -2.157 5.691
H 2.765 -0.503 5.431
H 3.513 -1.823 4.525
H 4.204 0.287 0.281
H 4.371 -0.608 1.891
H 5.520 0.639 1.466
H 3.242 2.674 3.549
H 4.735 2.972 2.608
H 4.585 1.525 3.761
H 3.070 4.034 0.479
H 1.913 5.186 1.211
H 1.422 4.176 -0.101
H -0.121 2.753 2.925
H -0.250 4.231 1.866
H 0.679 4.201 3.396
H -1.255 -0.261 5.782
H -1.154 1.313 6.520
H -0.213 0.017 7.218
H 2.294 1.907 5.325
H 1.424 1.836 6.935
H 0.783 2.768 5.529
C -4.155 -3.591 -3.862
C -4.020 -2.243 -3.494
C -2.758 -1.772 -3.141
C -1.636 -2.587 -3.143
C -1.765 -3.886 -3.674
C -3.008 -4.400 -3.990
P -0.082 -1.983 -2.401
C 0.768 -3.522 -1.844
C 2.181 -3.652 -1.876
C 2.747 -4.867 -1.427
C 1.981 -5.879 -0.837
C 0.566 -5.701 -0.764
C -0.022 -4.530 -1.254
C 0.733 -1.539 -3.924
C 0.605 -2.242 -5.091
C 1.531 -1.944 -6.135
C 2.532 -1.050 -5.988
C 2.777 -0.368 -4.757
C 3.941 0.434 -4.538
C 4.093 1.014 -3.322
C 3.066 0.960 -2.347
C 1.978 0.152 -2.506
C 1.806 -0.575 -3.720
H -5.164 -4.021 -4.011
H -4.864 -1.580 -3.402
H -2.597 -0.739 -2.823
H -0.885 -4.497 -3.795
H -3.069 -5.410 -4.378
H 2.811 -2.864 -2.212
H 3.824 -5.023 -1.576
H 2.451 -6.787 -0.487
H -0.066 -6.484 -0.335
H -1.063 -4.358 -1.134
H -0.244 -2.918 -5.325
H 1.318 -2.424 -7.118
H 3.212 -0.866 -6.807
H 4.735 0.517 -5.273
H 5.008 1.518 -3.062
H 3.212 1.580 -1.446
C -4.918 3.462 -1.834
C -3.854 3.631 -0.707
N -2.544 3.017 -1.017
C -1.836 3.190 -2.162
S -0.590 2.052 -2.589
N -1.993 4.282 -2.939
C -2.199 5.681 -2.515
C -1.320 6.121 -1.321
H -5.739 4.145 -1.567
H -5.321 2.436 -1.899
H -4.508 3.746 -2.802
H -4.139 3.114 0.233
H -3.680 4.678 -0.487
H -2.247 2.182 -0.523
H -1.493 4.132 -3.815
H -3.267 5.810 -2.266
H -2.035 6.281 -3.425
H -1.566 5.578 -0.407
H -1.520 7.158 -1.075
H -0.248 6.029 -1.578
C -4.139 -2.127 2.875
N -3.029 -2.037 1.930
C -2.831 -0.794 1.253
C -1.664 -1.106 0.376
O -1.142 -0.181 -0.294
N -1.356 -2.414 0.391
C -2.271 -2.951 1.318
N -2.333 -4.226 1.637
H -4.297 -1.130 3.231
H -3.864 -2.816 3.712
H -5.061 -2.480 2.356
H -2.558 0.070 1.866
H -3.737 -0.554 0.705
H -1.594 -4.827 1.261
H -2.876 -4.548 2.426
```

Properties
Electronic energy (Ha): -4680.2987
LUMO (alpha / beta) (eV): -13.24 / -13.19
Highest occupied orbital energy (alpha / beta) (eV): -17.328 / -17.328
Orbital gap (alpha / beta) (eV): 4.1 / 4.1
Net charge: +4

4.
Molecular formula: C39H60BGeN10O2S3Ta
Method: DFT, the ωB97M-V functional and the def2-TZVPD basis

Geometry as XYZ:
```
117
Properties=species:S:1:pos:R:3
Ta 1.312 0.103 0.516
C 2.669 -2.417 -4.601
C 1.672 -1.274 -4.809
C 2.269 0.086 -4.405
C 1.270 -1.231 -6.280
N 0.442 -1.566 -3.981
C -0.783 -1.882 -4.521
C -1.620 -2.173 -3.505
N -0.923 -2.042 -2.321
B -1.539 -2.573 -1.017
N -0.578 -3.510 -0.261
C -0.585 -4.814 -0.729
C 0.280 -5.527 0.010
N 0.837 -4.688 0.951
C 0.317 -3.453 0.760
S 0.596 -2.040 1.733
C 1.790 -5.314 1.959
C 2.244 -4.380 3.072
C 3.013 -5.793 1.178
C 1.043 -6.489 2.599
N -2.259 -1.341 -0.210
C -3.389 -1.660 0.754
C -3.673 0.868 1.236
N -3.152 1.497 0.245
C -2.031 0.685 -0.299
S -0.529 1.451 -0.879
C -3.763 2.762 -0.338
C -3.646 3.855 0.727
C -3.069 3.182 -1.629
C -5.231 2.438 -0.645
C 0.332 -1.660 -2.640
S 1.581 -1.320 -1.500
H 3.567 -2.214 -5.184
H 2.251 -3.364 -4.945
H 2.961 -2.526 -3.556
H 2.733 0.548 -5.275
H 3.042 -0.031 -3.650
H 1.498 0.764 -4.035
H 2.160 -1.029 -6.871
H 0.548 -0.438 -6.484
H 0.873 -2.188 -6.620
H -0.977 -1.884 -5.578
H -2.654 -2.469 -3.535
H -2.512 -3.192 -1.317
H -1.206 -5.127 -1.550
H 0.523 -6.571 -0.064
H 2.839 -3.553 2.689
H 2.875 -4.959 3.745
H 1.407 -3.994 3.650
H 3.537 -4.952 0.718
H 2.756 -6.510 0.400
H 3.701 -6.287 1.864
H 0.085 -6.163 3.009
H 1.637 -6.890 3.419
H 0.868 -7.308 1.904
H -3.094 -2.570 1.281
H -4.534 1.253 1.771
H -2.610 3.996 1.041
H -4.258 3.634 1.604
H -4.004 4.790 0.301
H -2.099 3.638 -1.449
H -3.697 3.926 -2.115
H -2.958 2.345 -2.323
H -5.781 2.114 0.240
H -5.307 1.671 -1.418
H -5.719 3.338 -1.016
N 3.619 0.664 -0.448
C 4.708 0.144 0.409
C 4.401 0.509 1.843
N 3.146 -0.171 2.233
H 3.711 0.271 -1.381
H 3.749 1.668 -0.563
H 5.681 0.545 0.123
H 4.747 -0.942 0.295
H 4.250 1.587 1.930
H 5.232 0.229 2.490
H 2.831 0.174 3.138
H 3.336 -1.160 2.375
C -3.773 -1.197 3.937
C -2.749 -0.509 3.087
N -1.681 0.054 3.464
O -1.342 0.061 4.763
C -2.966 -0.395 1.585
C -4.769 -1.753 0.155
N -1.734 -0.326 0.717
O -2.599 -0.336 -1.175
H -3.293 -1.941 4.579
H -4.530 -1.706 3.343
H -4.286 -0.487 4.591
H -2.019 -0.340 5.336
H -4.933 -0.977 -0.592
H -5.518 -1.644 0.940
H -4.920 -2.724 -0.313
Ge 1.416 2.910 0.766
C 1.920 4.141 -0.670
C 2.427 5.402 -0.332
C 2.690 6.330 -1.327
C 2.474 6.003 -2.660
C 2.018 4.736 -3.005
C 1.754 3.803 -2.017
C 0.620 3.888 2.243
C 0.245 5.231 2.100
C -0.143 5.960 3.211
C -0.161 5.362 4.467
C 0.173 4.020 4.612
C 0.563 3.284 3.506
H 0.398 0.620 1.779
H 2.623 5.653 0.703
H 3.060 7.311 -1.061
H 2.672 6.734 -3.432
H 1.867 4.484 -4.046
H 1.393 2.816 -2.292
H 0.247 5.699 1.125
H -0.423 6.999 3.103
H -0.439 5.945 5.335
H 0.138 3.556 5.588
H 0.824 2.237 3.621
```

Properties
Electronic energy (Ha): -5572.1124
LUMO (eV): -11.46
Highest occupied orbital energy (eV): -17.872
Orbital gap (eV): 6.4
Net charge: +4
ΔE to the lowest compared entry with this formula, charge and spin (kcal per mole): 142.5